Record 1
{
  "formula": "C33H36GdNO3P3S2",
  "method": "ωB97M-V/def2-TZVPD",
  "s2": 16.00,
  "multiplicity": 8,
  "charge": 1,
  "gap_ha": [0.270, 0.312],
  "species": ["Gd", "O", "S", "O", "O", "C", "C", "C", "C", "C", "C", "P", "C", "C", "C", "C", "C", "C", "C", "C", "C", "C", "C", "C", "H", "H", "H", "H", "H", "H", "H", "H", "H", "H", "H", "H", "H", "H", "S", "C", "C", "C", "C", "C", "C", "C", "C", "C", "N", "H", "H", "H", "H", "H", "H", "C", "P", "C", "C", "C", "P", "C", "C", "H", "H", "H", "H", "H", "H", "H", "H", "H", "H", "H", "H", "H", "H", "H", "H"],
  "positions_angstrom": [[-0.30, -0.02, 0.46], [-0.75, 2.18, -0.18], [-1.68, 2.47, 0.93], [-1.47, 3.70, 1.63], [-1.60, 1.23, 1.80], [-3.32, 2.43, 0.26], [-4.21, 3.34, 0.79], [-5.55, 3.31, 0.39], [-5.97, 2.37, -0.52], [-5.06, 1.46, -1.06], [-3.73, 1.47, -0.69], [-2.54, 0.31, -1.50], [-3.54, -1.09, -2.02], [-3.55, -1.53, -3.34], [-4.23, -2.69, -3.69], [-4.89, -3.42, -2.73], [-4.87, -3.01, -1.40], [-4.20, -1.85, -1.05], [-2.07, 1.20, -3.00], [-3.03, 1.63, -3.92], [-2.66, 2.30, -5.08], [-1.32, 2.55, -5.33], [-0.35, 2.14, -4.42], [-0.73, 1.48, -3.27], [-3.87, 4.07, 1.51], [-6.24, 4.03, 0.80], [-7.01, 2.33, -0.83], [-5.42, 0.74, -1.78], [-3.05, -0.95, -4.11], [-4.24, -3.00, -4.73], [-5.44, -4.32, -3.01], [-5.39, -3.58, -0.65], [-4.19, -1.56, 0.00], [-4.08, 1.44, -3.74], [-3.42, 2.63, -5.77], [-1.03, 3.08, -6.23], [0.69, 2.35, -4.61], [0.04, 1.20, -2.55], [-2.35, -4.26, 1.35], [-2.47, -3.42, 2.83], [-1.80, -2.22, 2.78], [-1.16, -2.00, 1.53], [-1.39, -3.03, 0.65], [-0.92, -3.13, -0.76], [-1.08, -4.28, -1.52], [-0.60, -4.30, -2.82], [0.03, -3.16, -3.32], [0.14, -2.06, -2.50], [-0.33, -2.04, -1.25], [-3.02, -3.84, 3.64], [-1.77, -1.53, 3.61], [-1.56, -5.16, -1.11], [-0.72, -5.18, -3.42], [0.42, -3.14, -4.33], [0.61, -1.15, -2.87], [2.45, -3.27, 0.24], [2.44, -1.46, 0.28], [3.54, -0.99, -1.10], [3.47, -1.05, 1.75], [3.56, 0.45, 2.00], [1.91, 1.24, 2.05], [1.19, 0.53, 3.57], [2.19, 2.98, 2.49], [3.46, -3.67, 0.33], [2.02, -3.63, -0.69], [1.84, -3.66, 1.06], [4.54, -1.42, -0.97], [3.63, 0.10, -1.17], [3.14, -1.35, -2.04], [4.47, -1.48, 1.63], [3.02, -1.55, 2.61], [4.14, 0.94, 1.22], [4.08, 0.65, 2.95], [1.88, 0.64, 4.42], [0.98, -0.53, 3.46], [0.26, 1.04, 3.81], [2.71, 3.07, 3.44], [1.23, 3.49, 2.55], [2.78, 3.47, 1.71]]
}

***

Record 2
{
  "formula": "C33H36N3O2RuSiTe",
  "method": "ωB97M-V/def2-TZVPD",
  "relative_energy_ev": 0.175,
  "multiplicity": 1,
  "charge": 3,
  "gap_ha": 0.247,
  "species": ["Ru", "C", "O", "C", "N", "C", "C", "C", "C", "C", "C", "C", "C", "C", "C", "C", "C", "N", "C", "N", "C", "C", "O", "C", "C", "C", "C", "C", "C", "H", "H", "H", "H", "H", "H", "H", "H", "H", "H", "H", "H", "H", "H", "H", "H", "H", "H", "H", "C", "Te", "C", "H", "H", "H", "H", "H", "H", "C", "Si", "C", "C", "C", "C", "C", "C", "C", "H", "H", "H", "H", "H", "H", "H", "H", "H", "H", "H"],
  "positions_angstrom": [[0.21, 0.92, -0.32], [-2.68, -1.42, -2.82], [-2.60, -1.91, -1.43], [-1.72, -1.14, -0.84], [-1.07, -0.28, -1.56], [-1.37, -0.64, -2.97], [-1.30, 0.48, -3.97], [-1.96, 0.35, -5.19], [-1.78, 1.31, -6.18], [-0.93, 2.38, -5.97], [-0.27, 2.52, -4.76], [-0.46, 1.57, -3.77], [-1.41, -1.28, 0.59], [-1.93, -2.20, 1.48], [-1.42, -2.22, 2.78], [-0.40, -1.33, 3.14], [0.06, -0.45, 2.19], [-0.45, -0.42, 0.96], [1.15, 0.55, 2.34], [1.53, 1.26, 1.34], [2.68, 2.10, 1.81], [2.71, 1.77, 3.32], [1.72, 0.70, 3.50], [3.98, 1.81, 1.11], [4.71, 2.87, 0.57], [5.96, 2.64, 0.01], [6.49, 1.36, -0.01], [5.77, 0.30, 0.54], [4.53, 0.53, 1.12], [-3.58, -0.81, -2.91], [-2.75, -2.29, -3.46], [-0.60, -1.37, -3.25], [-2.61, -0.50, -5.38], [-2.30, 1.20, -7.12], [-0.78, 3.11, -6.76], [0.38, 3.37, -4.60], [-0.02, 1.70, -2.78], [-2.70, -2.89, 1.17], [-1.80, -2.93, 3.50], [0.02, -1.34, 4.13], [2.41, 3.14, 1.65], [2.40, 2.60, 3.96], [3.67, 1.38, 3.65], [4.31, 3.87, 0.60], [6.53, 3.47, -0.39], [7.47, 1.18, -0.43], [6.20, -0.69, 0.56], [4.00, -0.29, 1.59], [1.97, -1.22, -3.24], [2.28, -0.46, -1.28], [3.20, 1.31, -2.01], [2.98, -1.27, -3.65], [1.37, -0.56, -3.85], [1.57, -2.23, -3.18], [3.00, 1.36, -3.08], [4.27, 1.23, -1.82], [2.81, 2.18, -1.50], [-3.56, 1.22, -0.08], [-2.04, 2.12, -0.62], [-2.37, 3.28, -2.01], [-0.93, 2.75, 0.72], [-1.31, 2.53, 2.06], [-0.90, 3.38, 3.06], [-0.10, 4.48, 2.75], [0.29, 4.73, 1.43], [-0.12, 3.88, 0.43], [-4.31, 2.00, 0.07], [-3.49, 0.65, 0.84], [-3.95, 0.58, -0.88], [-3.08, 4.01, -1.60], [-2.86, 2.77, -2.84], [-1.51, 3.81, -2.40], [-1.97, 1.70, 2.31], [-1.22, 3.23, 4.09], [0.21, 5.16, 3.53], [0.89, 5.60, 1.20], [0.14, 4.10, -0.60]]
}

***

Record 3
{
  "formula": "C33H36NO",
  "method": "ωB97M-V/def2-TZVPD",
  "relative_energy_ev": 0.000,
  "multiplicity": 1,
  "charge": 1,
  "gap_ha": 0.193,
  "species": ["C", "O", "C", "C", "C", "C", "C", "C", "C", "C", "C", "C", "C", "C", "C", "C", "H", "H", "H", "H", "H", "H", "H", "H", "H", "H", "H", "H", "H", "H", "H", "C", "C", "C", "C", "C", "C", "C", "C", "C", "C", "C", "C", "C", "N", "C", "C", "C", "C", "C", "H", "H", "H", "H", "H", "H", "H", "H", "H", "H", "H", "H", "H", "H", "H", "H", "H", "H", "H", "H", "H"],
  "positions_angstrom": [[6.10, -4.56, -2.21], [6.00, -3.24, -1.63], [4.77, -2.70, -1.48], [4.70, -1.36, -1.01], [3.48, -0.77, -0.81], [2.27, -1.45, -1.08], [0.98, -0.75, -0.71], [-0.26, -1.50, -1.09], [-1.21, -0.94, -1.97], [-2.43, -1.58, -2.19], [-2.71, -2.81, -1.59], [-4.02, -3.50, -1.81], [-1.73, -3.42, -0.80], [-0.51, -2.78, -0.57], [2.35, -2.73, -1.63], [3.57, -3.38, -1.79], [7.17, -4.74, -2.26], [5.62, -5.32, -1.57], [5.66, -4.59, -3.21], [5.63, -0.83, -0.83], [3.43, 0.26, -0.45], [1.01, 0.27, -1.12], [-0.98, -0.01, -2.49], [-3.18, -1.11, -2.84], [-3.88, -4.58, -1.93], [-4.69, -3.36, -0.95], [-4.53, -3.10, -2.69], [-1.91, -4.42, -0.38], [0.28, -3.30, -0.02], [1.45, -3.26, -1.93], [3.59, -4.40, -2.18], [-4.13, 5.54, -1.33], [-2.96, 6.03, -0.76], [-1.95, 5.16, -0.29], [-0.74, 5.66, 0.26], [0.27, 4.80, 0.67], [0.07, 3.41, 0.59], [-1.13, 2.88, 0.17], [-1.33, 1.37, 0.28], [-0.88, 0.84, 1.64], [-1.30, -0.54, 2.06], [-0.37, -0.94, 3.23], [0.97, -1.38, 2.61], [1.33, -0.30, 1.63], [0.62, 0.92, 1.76], [0.83, 1.29, 3.25], [-0.01, 0.32, 4.08], [-2.15, 3.74, -0.38], [-3.33, 3.27, -0.99], [-4.31, 4.15, -1.44], [-4.89, 6.22, -1.69], [-2.80, 7.11, -0.66], [-0.62, 6.74, 0.33], [1.21, 5.19, 1.05], [0.87, 2.73, 0.91], [-2.37, 1.07, 0.11], [-0.72, 0.89, -0.50], [-1.30, 1.53, 2.39], [-2.35, -0.52, 2.38], [-1.21, -1.23, 1.21], [-0.82, -1.73, 3.84], [1.75, -1.44, 3.38], [0.92, -2.35, 2.11], [2.41, -0.10, 1.58], [1.00, -0.65, 0.51], [1.90, 1.19, 3.46], [0.53, 2.33, 3.37], [-0.91, 0.82, 4.43], [0.58, 0.01, 4.95], [-3.48, 2.19, -1.11], [-5.22, 3.76, -1.90]]
}

***

Record 4
{
  "formula": "C33H37BF3N9O2SV",
  "method": "ωB97M-V/def2-TZVPD",
  "relative_energy_ev": 0.390,
  "s2": 0.76,
  "multiplicity": 2,
  "charge": -2,
  "gap_ha": [0.153, 0.134],
  "species": ["V", "C", "C", "O", "C", "C", "C", "N", "N", "C", "O", "C", "C", "C", "C", "C", "C", "H", "H", "H", "H", "H", "H", "H", "H", "H", "H", "H", "H", "C", "C", "C", "C", "C", "N", "N", "B", "N", "N", "C", "C", "C", "C", "C", "N", "N", "C", "C", "C", "C", "C", "H", "H", "H", "H", "H", "H", "H", "H", "H", "H", "H", "H", "H", "H", "H", "H", "H", "H", "H", "H", "H", "H", "F", "C", "F", "F", "C", "C", "C", "C", "N", "C", "S", "H", "H", "H"],
  "positions_angstrom": [[0.06, 0.15, 0.33], [4.06, 0.90, -2.79], [2.82, 1.22, -1.94], [2.89, 0.96, -0.73], [1.73, 1.81, -2.62], [0.50, 2.25, -2.07], [-0.36, 3.12, -2.96], [0.08, 1.95, -0.86], [-0.95, 2.83, -0.41], [-1.41, 2.46, 0.73], [-1.06, 1.38, 1.38], [-2.35, 3.39, 1.42], [-2.98, 4.43, 0.73], [-3.84, 5.30, 1.40], [-4.09, 5.13, 2.76], [-3.48, 4.10, 3.44], [-2.62, 3.23, 2.77], [4.79, 1.70, -2.67], [3.83, 0.78, -3.85], [4.51, -0.02, -2.40], [1.85, 1.99, -3.68], [0.03, 3.10, -3.98], [-0.37, 4.15, -2.60], [-1.39, 2.78, -2.96], [-2.77, 4.55, -0.32], [-4.32, 6.10, 0.85], [-4.77, 5.81, 3.27], [-3.67, 3.95, 4.50], [-2.14, 2.40, 3.28], [0.56, -1.41, -2.98], [1.22, -2.00, -1.78], [2.02, -3.15, -1.73], [2.31, -3.33, -0.39], [3.12, -4.41, 0.26], [1.73, -2.33, 0.29], [1.06, -1.50, -0.57], [1.60, -2.18, 1.83], [2.10, -0.81, 2.31], [1.58, 0.31, 1.71], [2.20, 1.34, 2.26], [1.90, 2.74, 1.83], [3.11, 0.90, 3.23], [3.02, -0.48, 3.22], [3.75, -1.50, 4.03], [0.10, -2.31, 2.20], [-0.77, -1.44, 1.60], [-1.97, -1.70, 2.12], [-3.21, -1.00, 1.70], [-1.87, -2.74, 3.07], [-0.53, -3.09, 3.08], [0.18, -4.14, 3.87], [1.31, -1.19, -3.75], [-0.17, -2.12, -3.39], [0.02, -0.50, -2.74], [2.33, -3.78, -2.55], [3.53, -5.06, -0.52], [3.94, -4.00, 0.84], [2.51, -5.02, 0.93], [2.23, -3.06, 2.38], [1.72, 2.76, 0.75], [1.01, 3.12, 2.33], [2.74, 3.39, 2.07], [3.77, 1.51, 3.85], [4.43, -0.99, 4.72], [3.07, -2.11, 4.63], [4.33, -2.18, 3.41], [-3.01, -0.17, 1.03], [-3.87, -1.69, 1.16], [-3.75, -0.63, 2.58], [-2.66, -3.18, 3.65], [-0.54, -4.67, 4.50], [0.68, -4.86, 3.23], [0.95, -3.70, 4.52], [-4.82, -0.98, -4.03], [-5.19, -1.49, -2.84], [-6.31, -2.23, -3.10], [-5.61, -0.46, -2.09], [-4.11, -2.33, -2.20], [-4.31, -3.69, -2.14], [-3.34, -4.52, -1.58], [-2.20, -3.90, -1.12], [-1.97, -2.60, -1.17], [-2.89, -1.75, -1.71], [-2.52, -0.07, -1.75], [-5.23, -4.11, -2.51], [-3.48, -5.59, -1.51], [-1.39, -4.49, -0.67]]
}

***

Record 5
{
  "formula": "C33H37BiClO2Si2",
  "method": "ωB97M-V/def2-TZVPD",
  "relative_energy_ev": 0.000,
  "multiplicity": 1,
  "charge": 1,
  "gap_ha": 0.183,
  "species": ["C", "C", "C", "H", "C", "C", "H", "H", "H", "H", "Bi", "Si", "C", "C", "H", "C", "H", "C", "H", "C", "H", "C", "H", "C", "C", "H", "C", "H", "C", "H", "C", "H", "C", "H", "H", "Si", "C", "C", "H", "C", "H", "C", "H", "C", "H", "C", "H", "C", "C", "H", "C", "H", "C", "H", "C", "H", "C", "H", "H", "Cl", "C", "O", "C", "C", "O", "C", "H", "H", "H", "H", "H", "H", "H", "H", "H", "H"],
  "positions_angstrom": [[-0.04, -1.18, -0.53], [0.27, -0.90, -1.91], [1.55, -0.27, -1.96], [-0.33, -1.23, -2.77], [2.05, -0.15, -0.64], [1.09, -0.71, 0.27], [1.26, -0.97, 1.32], [-0.83, -1.84, -0.16], [2.10, -0.01, -2.87], [3.05, 0.19, -0.36], [-0.26, 1.20, -0.36], [1.43, 4.28, -0.84], [0.25, 4.38, -2.35], [-0.69, 5.42, -2.37], [-0.77, 6.08, -1.50], [-1.45, 5.65, -3.52], [-2.09, 6.53, -3.56], [-1.36, 4.77, -4.61], [-1.95, 4.97, -5.51], [-0.53, 3.65, -4.55], [-0.48, 2.95, -5.39], [0.24, 3.44, -3.41], [0.85, 2.53, -3.38], [3.15, 3.79, -1.47], [3.42, 3.21, -2.92], [2.53, 2.73, -3.35], [4.72, 2.59, -3.15], [5.05, 2.48, -4.19], [5.39, 2.02, -2.10], [6.25, 1.36, -2.29], [5.00, 2.29, -0.78], [5.54, 1.77, 0.01], [3.97, 3.15, -0.46], [3.69, 3.29, 0.59], [1.04, 2.77, -0.88], [3.50, 5.03, -2.95], [5.11, 5.79, -2.52], [5.88, 6.35, -3.57], [5.39, 6.75, -4.46], [7.28, 6.29, -3.47], [7.90, 6.62, -4.29], [7.89, 5.79, -2.31], [8.97, 5.65, -2.26], [7.10, 5.45, -1.20], [7.57, 5.12, -0.27], [5.71, 5.55, -1.27], [5.09, 5.33, -0.39], [2.47, 6.14, -4.03], [2.28, 5.94, -5.41], [2.75, 5.08, -5.88], [1.49, 6.83, -6.15], [1.36, 6.69, -7.22], [0.87, 7.93, -5.53], [0.25, 8.62, -6.12], [1.07, 8.13, -4.17], [0.60, 8.98, -3.68], [1.87, 7.26, -3.42], [2.02, 7.42, -2.35], [0.90, 5.30, 0.06], [1.41, 3.34, 1.45], [0.54, 0.94, 3.22], [-0.53, 0.92, 2.24], [-1.78, 1.33, 2.84], [-2.86, 1.47, 1.78], [-2.62, 0.62, 0.62], [-3.27, -0.66, 0.75], [1.49, 0.84, 2.69], [0.40, 0.10, 3.92], [0.53, 1.89, 3.76], [-2.07, 0.56, 3.56], [-1.63, 2.31, 3.33], [-3.83, 1.23, 2.24], [-2.90, 2.51, 1.42], [-3.16, -1.17, -0.21], [-2.76, -1.24, 1.53], [-4.33, -0.54, 1.00]]
}

***

Record 6
{
  "formula": "C33H37BrGaN4O3S",
  "method": "ωB97M-V/def2-TZVPD",
  "relative_energy_ev": 0.405,
  "multiplicity": 1,
  "charge": 1,
  "gap_ha": 0.269,
  "species": ["Ga", "O", "S", "O", "N", "C", "C", "C", "C", "C", "C", "C", "C", "N", "C", "C", "C", "C", "C", "C", "C", "H", "H", "H", "H", "H", "H", "H", "H", "H", "H", "H", "C", "C", "C", "C", "C", "C", "C", "Br", "C", "O", "C", "C", "C", "C", "C", "C", "H", "H", "H", "H", "H", "H", "H", "H", "H", "H", "H", "H", "H", "H", "H", "H", "H", "H", "H", "H", "C", "N", "C", "C", "N", "C", "H", "H", "H", "H", "H", "H"],
  "positions_angstrom": [[0.27, 0.34, 0.36], [-0.51, 1.57, 3.89], [0.54, 1.03, 3.09], [1.13, 1.85, 2.02], [0.12, -0.24, 2.19], [-0.77, -1.26, 2.54], [-1.16, -1.64, 3.79], [-2.06, -2.73, 3.94], [-2.54, -3.41, 2.86], [-2.15, -3.02, 1.55], [-2.62, -3.65, 0.38], [-2.22, -3.19, -0.84], [-1.34, -2.10, -0.91], [-0.86, -1.49, 0.16], [-1.27, -1.94, 1.40], [1.81, 0.51, 4.18], [2.87, -0.26, 3.72], [3.86, -0.64, 4.61], [3.78, -0.24, 5.94], [2.72, 0.53, 6.39], [1.72, 0.91, 5.51], [-0.81, -1.11, 4.66], [-2.36, -3.02, 4.94], [-3.23, -4.24, 2.98], [-3.31, -4.48, 0.47], [-2.57, -3.65, -1.75], [-1.03, -1.72, -1.87], [2.91, -0.57, 2.68], [4.69, -1.24, 4.27], [4.56, -0.53, 6.64], [2.67, 0.84, 7.43], [0.88, 1.50, 5.84], [-2.49, 5.49, -4.89], [-2.87, 4.00, -4.90], [-4.40, 3.88, -4.89], [-2.34, 3.36, -6.18], [-2.30, 3.33, -3.65], [-1.39, 2.29, -3.69], [-0.95, 1.76, -2.50], [0.34, 0.35, -2.60], [-1.33, 2.19, -1.23], [-0.89, 1.62, -0.10], [-2.26, 3.25, -1.17], [-2.70, 3.77, -2.38], [-2.83, 3.90, 0.11], [-4.36, 3.78, 0.07], [-2.43, 5.38, 0.11], [-2.37, 3.30, 1.44], [-2.87, 5.98, -5.79], [-1.40, 5.61, -4.88], [-2.90, 6.01, -4.03], [-4.82, 4.34, -5.79], [-4.85, 4.37, -4.03], [-4.71, 2.83, -4.87], [-2.77, 3.86, -7.04], [-2.60, 2.31, -6.24], [-1.25, 3.46, -6.25], [-1.03, 1.89, -4.63], [-3.40, 4.59, -2.34], [-4.80, 4.27, -0.80], [-4.79, 4.25, 0.96], [-4.67, 2.73, 0.06], [-2.80, 5.91, -0.77], [-1.35, 5.49, 0.14], [-2.84, 5.87, 1.00], [-2.64, 2.25, 1.55], [-2.86, 3.86, 2.24], [-1.29, 3.39, 1.59], [4.93, -2.00, -1.07], [4.01, -0.96, -0.59], [4.36, 0.31, -0.19], [3.21, 0.94, 0.16], [2.17, 0.05, -0.02], [2.69, -1.08, -0.47], [5.95, -1.67, -0.90], [4.78, -2.17, -2.13], [4.76, -2.93, -0.52], [5.38, 0.65, -0.20], [3.05, 1.93, 0.54], [2.14, -1.98, -0.72]]
}